A | The following is a quantum chemistry calculation of the molecule C2H6S, from OMol25.

Structure (XYZ):
```
9
Properties=species:S:1:pos:R:3
S -0.858 -1.649 -0.147
C 0.223 0.880 -0.545
C -0.164 -0.111 0.540
H -0.914 0.322 1.203
H 0.714 -0.366 1.129
H 0.088 -2.486 0.268
H -0.646 1.171 -1.133
H 0.604 1.795 -0.095
H 0.953 0.443 -1.219
```

- lowest unoccupied orbital energy (eV) = 1.024
- gap between HOMO and LUMO (eV) = 10.08



B | The following is a quantum chemistry calculation of a cluster of 2 separate species, C2H6S in total, from OMol25.

Structure (XYZ):
```
9
Properties=species:S:1:pos:R:3
S 2.573 1.050 -0.416
C -1.479 -1.081 -0.204
C -0.748 -0.395 0.830
H 1.280 1.379 -0.046
H 2.892 1.987 -1.238
H -1.106 -1.166 -1.173
H -2.503 -1.238 -0.257
H 0.244 -0.174 0.659
H -1.153 -0.362 1.845
```

- lowest unoccupied orbital energy (eV) = 0.876
- gap between HOMO and LUMO (eV) = 10.72



Most stable pick: A. Distance to second place: 176.9 kJ/mol.



A | The following is a quantum chemistry calculation of a cluster of 13 separate species, C5H37NO13 in total, from OMol25.

Structure (XYZ):
```
56
Properties=species:S:1:pos:R:3
O 2.138 3.152 0.344
O 0.598 3.171 2.542
O -3.716 1.049 1.745
O -1.774 -2.787 0.139
O 3.680 -1.441 0.278
O 1.568 -2.106 1.902
O -4.086 -1.295 0.417
O 1.776 3.515 -2.359
O 3.200 1.309 -1.540
O 0.045 -3.844 -1.655
O -1.494 1.498 3.188
O 2.496 -1.314 -2.109
O 0.425 -4.406 0.930
N 0.280 -0.840 0.390
C -0.509 0.385 0.144
C -1.480 1.973 -1.475
C -0.712 0.663 -1.349
C 0.714 -0.981 1.791
C -1.459 -0.466 -2.050
H -1.704 2.223 -2.519
H 3.310 -1.591 -0.614
H 1.494 3.092 1.104
H -2.465 1.895 -1.006
H 3.940 -0.526 0.238
H 1.683 3.510 -1.382
H -1.840 1.683 4.074
H -0.873 -1.380 -2.032
H 0.302 -4.236 -0.786
H 3.107 -1.665 -2.769
H -3.753 0.211 1.195
H -1.111 -2.081 0.266
H -0.037 1.266 0.593
H -3.266 -1.871 0.354
H 0.878 3.475 -2.669
H -4.369 -1.197 -0.486
H 1.063 -0.873 -0.254
H -0.225 2.623 2.643
H -2.279 1.339 2.608
H -2.407 -0.675 -1.551
H -0.154 -1.217 2.397
H -1.467 0.240 0.642
H 2.805 3.814 0.583
H 0.902 -3.613 1.275
H 1.051 3.131 3.397
H -0.975 2.825 -1.020
H 1.235 -0.108 2.201
H -0.507 -4.149 1.013
H 2.374 -1.918 1.356
H 2.854 1.702 -0.698
H 2.669 -0.336 -1.984
H 2.841 1.945 -2.195
H -4.578 1.056 2.184
H 0.277 0.747 -1.812
H 0.705 -3.135 -1.839
H -1.484 -3.233 -0.691
H -1.684 -0.206 -3.087
```

- lowest unoccupied orbital energy (eV) = 0.130
- gap between HOMO and LUMO (eV) = 9.68



B | The following is a quantum chemistry calculation of a cluster of 13 separate species, C5H37NO13 in total, from OMol25.

Structure (XYZ):
```
56
Properties=species:S:1:pos:R:3
O -3.947 0.627 1.401
O 2.631 -2.138 4.530
O 2.160 3.049 -3.567
O 1.727 0.743 4.014
O -0.821 3.229 2.929
O 3.112 -1.980 -0.667
O -3.955 3.096 2.543
O -3.197 -2.739 0.960
O 3.611 0.128 -2.083
O -0.478 4.944 -2.848
O -0.396 2.998 -0.768
O 0.355 -2.515 -3.611
O 3.835 -3.385 2.145
N -1.041 -0.602 0.337
C -1.921 0.254 -1.767
C 0.066 -1.353 1.134
C 0.008 -2.819 -2.270
C -0.858 -0.723 -1.199
C -1.160 -2.206 -1.714
H 0.904 -0.631 1.393
H -1.713 1.354 -1.597
H -1.264 0.414 0.502
H -2.256 0.264 -2.797
H -4.638 0.181 1.080
H -0.457 2.552 0.106
H -0.208 3.964 3.273
H -3.187 3.483 3.108
H 1.974 -2.786 4.544
H 0.945 -2.494 -1.661
H -3.033 -2.006 1.555
H 4.532 -3.073 1.658
H -1.881 -2.199 -2.496
H -3.680 3.452 1.636
H -0.504 -1.820 1.907
H 2.532 2.818 -4.386
H -1.158 4.319 -2.591
H 3.188 -2.174 3.716
H -0.379 -2.761 -4.216
H 2.645 0.929 3.752
H -1.789 -2.825 -0.862
H 1.757 -0.231 4.109
H 0.365 4.612 -2.363
H 4.062 1.005 -1.693
H 1.414 3.629 -3.666
H 0.079 2.496 -1.393
H 0.525 -2.046 0.434
H 3.566 -1.236 -1.128
H 2.689 -2.333 -1.404
H 3.245 -3.526 1.358
H -2.902 -2.162 0.250
H -2.852 0.257 -1.156
H 2.658 0.520 -2.317
H 0.039 -3.884 -2.115
H -4.259 1.203 2.099
H 0.073 -0.412 -1.690
H -0.761 2.533 3.551
```

- lowest unoccupied orbital energy (eV) = -0.074
- gap between HOMO and LUMO (eV) = 8.94



Most stable pick: A. Distance to second place: 591.7 kJ/mol.



A | The following is a quantum chemistry calculation of a structure of composition C20H60N12O8, from OMol25.

Structure (XYZ):
```
100
Properties=species:S:1:pos:R:3
O -5.163 -7.849 0.809
O -1.567 -7.849 4.236
O -7.957 -4.658 6.358
O -8.846 -8.378 6.500
O -0.918 -2.361 3.489
O -4.689 -4.200 4.573
O 0.435 -5.882 -1.478
O -3.128 -7.421 2.584
N -0.017 -4.352 4.028
N -2.931 -2.704 4.648
N -6.790 -3.810 4.733
N -5.776 -4.426 6.400
N -4.108 -6.086 4.117
N -5.435 -7.313 5.504
N -4.556 -2.384 3.278
N -0.610 -6.456 2.167
N -3.121 -9.445 2.323
N -2.836 -5.295 2.600
N -1.017 -4.105 2.133
N -3.431 -9.157 7.057
C -2.939 -8.091 6.083
C -6.926 -4.349 5.845
C -2.186 -6.986 6.903
C 0.096 -5.567 -0.078
C 1.231 -4.963 -2.138
C -1.971 -8.844 5.093
C -4.532 -9.522 2.617
C -3.332 -6.371 3.124
C -7.239 -7.544 3.937
C -0.653 -3.531 3.237
C -6.865 -7.258 5.399
C -0.689 -8.328 3.151
C -1.781 -7.406 0.355
C -7.427 -8.148 6.522
C -9.692 -7.186 6.680
C -4.092 -3.197 4.209
C -4.562 -9.853 4.126
C -5.868 -6.619 0.568
C -5.343 -8.305 2.194
C -0.486 -6.758 0.764
H -5.391 -5.784 1.082
H -3.998 -10.771 4.291
H -4.918 -7.539 2.844
H -2.291 -5.347 1.752
H -4.243 -5.178 4.538
H -1.699 -7.856 -0.634
H -4.236 -9.012 4.738
H -1.166 -9.342 5.634
H -2.647 -9.542 4.599
H 0.269 -6.406 2.662
H 0.305 -7.501 0.663
H -5.633 -4.451 7.399
H -5.588 -10.174 4.306
H 2.191 -4.919 -1.623
H -8.301 -7.581 3.693
H -7.114 -6.227 5.652
H -5.187 -6.962 6.417
H -6.742 -6.793 3.324
H -3.365 -9.447 1.343
H -5.512 -2.531 2.988
H -1.152 -8.218 2.170
H -2.870 -6.303 7.406
H -4.025 -9.830 6.595
H -0.326 -9.342 3.322
H -1.678 -6.354 6.174
H -6.404 -8.362 2.438
H -2.961 -4.498 3.208
H -1.420 -3.503 1.429
H 0.196 -7.694 3.204
H -10.719 -7.500 6.493
H -5.858 -6.457 -0.510
H -3.752 -7.757 5.438
H -0.672 -5.017 1.869
H -6.902 -9.103 6.540
H -9.529 -6.858 7.706
H -2.556 -6.671 0.136
H -4.940 -10.386 2.092
H -4.114 -1.578 2.858
H 1.377 -5.435 -3.110
H -6.994 -8.544 3.578
H 0.112 -5.320 3.771
H -2.810 -8.492 2.445
H -7.287 -7.766 7.533
H -2.507 -3.158 5.444
H -2.450 -1.901 4.267
H -0.035 -4.173 5.022
H -3.888 -8.723 7.847
H -4.968 -4.433 5.794
H -2.181 -8.110 1.085
H -1.460 -7.325 7.642
H 0.776 -4.000 -2.371
H -1.120 -7.245 2.536
H -7.666 -3.632 4.264
H -4.649 -6.850 4.496
H -5.262 -8.301 5.625
H -5.909 -3.833 4.241
H 0.999 -5.239 0.436
H -9.312 -6.376 6.058
H -6.892 -6.790 0.902
H -0.512 -4.665 -0.006
```

- lowest unoccupied orbital energy (eV) = 0.034
- gap between HOMO and LUMO (eV) = 7.58



B | The following is a quantum chemistry calculation of a cluster of 8 separate species, C20H60N12O8 in total, from OMol25.

Structure (XYZ):
```
100
Properties=species:S:1:pos:R:3
O 2.667 -3.663 -3.042
O 1.550 -0.060 -0.814
O -1.162 0.961 7.003
O -1.330 -5.427 -0.797
O 1.089 -2.804 2.300
O 1.469 6.478 -0.264
O -3.182 0.647 0.629
O 4.291 0.201 -3.894
N -6.010 2.018 -1.417
N -1.060 3.260 4.817
N -0.402 1.061 -0.756
N 0.603 -4.319 -0.583
N 2.643 -1.465 3.183
N 1.264 -6.604 -4.708
N -0.536 -4.912 1.274
N -0.112 3.663 -2.026
N 3.429 1.834 -5.102
N 2.818 -3.674 3.514
N -0.059 -0.605 0.681
N 2.514 1.461 -3.105
C 0.403 0.065 -0.371
C -0.174 4.843 -1.157
C -1.039 1.818 4.640
C 1.839 -4.450 -3.860
C 2.291 -5.875 -3.978
C -3.808 1.504 -0.350
C 2.244 -2.278 -3.069
C 1.287 5.243 -0.925
C 2.348 6.563 0.861
C -2.274 0.087 6.933
C -5.090 0.987 -0.859
C -1.068 4.637 0.079
C 3.478 1.137 -3.946
C -3.776 0.614 1.921
C -0.483 -4.941 -0.070
C -0.394 1.057 5.804
C -0.398 1.434 3.311
C 3.626 -6.000 -4.737
C 2.068 -2.663 2.988
C -4.910 -0.171 -1.891
H 2.296 -6.294 -2.970
H 1.179 -6.221 -5.645
H 0.863 -4.511 -3.361
H -3.946 2.478 0.137
H -1.257 1.077 -0.223
H -0.860 5.476 0.742
H 0.483 3.833 -2.831
H -0.835 1.990 2.481
H 1.719 -3.915 -4.809
H 2.033 5.867 1.642
H 0.626 1.807 3.402
H -2.762 0.051 5.957
H 3.301 6.153 0.515
H -4.483 0.171 -2.836
H -0.436 0.385 3.027
H -2.931 0.138 7.798
H -3.253 -0.163 2.473
H -0.640 5.670 -1.698
H 1.372 -4.030 -0.004
H 1.995 2.282 -3.344
H -3.085 1.685 -1.149
H 1.781 5.492 -1.875
H -0.993 3.614 -2.534
H 2.740 2.557 -5.203
H 0.744 -4.495 -1.565
H 0.167 -4.376 1.765
H 1.266 -2.157 -2.602
H 4.140 1.662 -5.790
H -0.172 1.739 -1.469
H -5.716 2.792 -0.823
H 2.251 0.895 -2.304
H -0.810 -0.157 1.172
H -3.721 1.563 2.462
H 1.703 -7.500 -4.893
H 0.470 -1.393 1.022
H -1.652 3.408 5.630
H -5.651 0.618 0.004
H 3.457 -1.339 3.755
H 3.883 -7.023 -5.017
H -4.844 0.423 1.802
H -5.936 -0.528 -1.981
H 2.459 -1.797 -4.023
H 2.480 7.569 1.248
H 2.389 -0.731 2.540
H 3.602 -5.465 -5.689
H 2.730 -4.605 3.144
H 0.550 1.517 6.107
H -2.102 4.626 -0.267
H -0.066 0.046 5.538
H -0.907 3.707 0.623
H -1.941 -0.957 7.027
H 2.969 -1.861 -2.370
H 3.626 -3.431 4.056
H -0.175 3.614 5.168
H -5.486 2.235 -2.266
H -1.399 -5.193 1.706
H -4.236 -0.983 -1.621
H 4.414 -5.592 -4.102
H -2.059 1.431 4.717
H 2.013 4.483 -0.616
```

- lowest unoccupied orbital energy (eV) = 0.226
- gap between HOMO and LUMO (eV) = 9.14



Most stable pick: B. Distance to second place: 2187.1 kJ/mol.



A | The following is a quantum chemistry calculation of the molecule CH4IN3, from OMol25.

Structure (XYZ):
```
9
Properties=species:S:1:pos:R:3
I 0.494 2.700 -0.048
N -0.558 1.054 -0.978
N 0.370 -1.535 1.321
N 0.292 -0.360 0.984
C -0.088 -0.173 -0.544
H 0.754 -1.723 2.224
H -1.477 1.381 -0.783
H 0.882 -0.447 -1.097
H -0.669 -0.897 -1.079
```

- lowest unoccupied orbital energy (eV) = -0.358
- gap between HOMO and LUMO (eV) = 8.20



B | The following is a quantum chemistry calculation of a structure of composition CH4IN3, from OMol25.

Structure (XYZ):
```
9
Properties=species:S:1:pos:R:3
I -2.586 0.544 2.631
N -0.622 0.075 0.642
N -0.148 0.098 -0.571
N -1.874 0.492 0.759
C 1.245 -0.244 -0.529
H 1.798 0.429 -1.250
H 1.488 -1.269 -0.890
H -0.723 0.230 -1.362
H 1.422 -0.355 0.569
```

- lowest unoccupied orbital energy (eV) = 0.387
- gap between HOMO and LUMO (eV) = 8.94



Most stable pick: B. Distance to second place: 11.7 kJ/mol.



A | The following is a quantum chemistry calculation of the molecule C2H5IO2, from OMol25.

Structure (XYZ):
```
10
Properties=species:S:1:pos:R:3
I -1.752 1.811 2.332
O 0.164 0.093 1.052
O 0.084 1.340 1.683
C 0.044 -1.086 -0.921
C 0.384 0.277 -0.337
H 0.230 -1.216 -2.018
H -0.269 1.118 -0.570
H 0.692 -1.692 -0.198
H 1.466 0.473 -0.401
H -1.042 -1.118 -0.623
```

- lowest unoccupied orbital energy (eV) = -0.909
- gap between HOMO and LUMO (eV) = 8.58



B | The following is a quantum chemistry calculation of a structure of composition C2H5IO2, from OMol25.

Structure (XYZ):
```
10
Properties=species:S:1:pos:R:3
I -0.055 -0.022 3.009
O 1.245 -0.397 0.265
O -0.886 0.180 1.249
C 0.163 0.418 0.187
C -0.444 0.048 -1.195
H 0.530 1.395 0.315
H -0.368 0.839 -1.933
H -1.465 -0.307 -1.102
H 1.039 -1.305 0.549
H 0.240 -0.850 -1.344
```

- lowest unoccupied orbital energy (eV) = -0.377
- gap between HOMO and LUMO (eV) = 9.01



Most stable pick: B. Distance to second place: 236.9 kJ/mol.